[1]
Molecular formula: C4H8N2O
Method: DFT, wB97M-V/def2-TZVPD

Calculated values
spin multiplicity: 1
calculated total energy: -341.8966 Eh
gap between HOMO and LUMO: 0.344 Eh
energy relative to the best compared isomer or geometry (same formula, charge and spin): 67.16 kcal/mol
highest occupied orbital energy: -0.3234 Ha

Geometry as XYZ:
```
15
Properties=species:S:1:pos:R:3:forces:R:3
O 2.68647 -0.56132 0.24087 -0.65 0.00 -0.27
C 1.54414 -0.40152 -0.13691 -0.11 0.25 0.05
N 0.76655 -1.51627 -0.63065 -0.14 -0.27 -0.22
C -0.15456 -1.55806 -1.58297 0.74 0.34 0.25
C -1.29782 0.26765 1.06779 -0.05 0.63 -0.20
C -0.57431 1.04999 -0.03510 0.16 -0.14 0.20
N 0.88035 0.79055 -0.13944 0.06 -0.09 0.08
H 1.07630 -2.38554 -0.20053 -0.11 0.08 -0.08
H -0.20002 -0.51201 -1.96329 -0.12 -0.41 0.04
H -1.27363 -0.80176 0.89982 0.05 -0.14 0.03
H -0.86521 0.51211 2.04110 -0.09 -0.15 -0.04
H -2.34917 0.58609 1.05141 0.23 -0.12 0.15
H -0.64337 2.11596 0.19124 -0.05 -0.08 -0.10
H -1.08195 0.88484 -0.98872 0.19 0.12 0.11
H 1.48623 1.52929 0.18539 -0.09 -0.02 0.00
```
Forces are in eV/Å.

[2]
Molecular formula: C33H45CdN5S
Method: DFT, wB97M-V/def2-TZVPD

Calculated values
total charge: -2
spin multiplicity: 1
calculated total energy: -2123.8692 Eh
gap between HOMO and LUMO (alpha / beta): 0.066 / 0.146 Eh
energy relative to the best compared isomer or geometry (same formula, charge and spin): 19.07 kcal/mol
highest occupied orbital energy (alpha / beta): 0.0973 / 0.0178 Ha

Geometry as XYZ:
```
85
Properties=species:S:1:pos:R:3:forces:R:3
Cd 0.13524 -0.08703 0.14115 2.40 -3.15 0.89
N -0.80307 -1.98303 2.36423 -0.63 -0.26 0.35
N -0.00918 1.48070 2.02918 1.48 2.83 0.86
C -0.05910 0.52513 -2.06838 -1.97 -0.95 -0.49
C -1.34821 0.84632 -1.45425 0.29 -1.73 -1.25
C -1.91602 -0.38940 -0.92993 0.91 0.02 -1.86
C -3.21476 -0.54342 -0.21115 -0.04 -0.07 -0.27
H -3.61028 0.42362 0.11460 0.01 -0.06 -0.02
H -3.13209 -1.19594 0.66875 0.02 0.09 -0.13
H -3.93531 -0.98683 -0.91092 -0.22 -0.02 0.27
C -0.98284 -1.47355 -1.20453 -0.89 1.24 -1.39
C -1.18796 -2.89773 -0.82384 -0.02 -0.14 -0.22
H -1.69273 -3.42502 -1.64137 -0.10 -0.22 0.01
H -1.79478 -2.99359 0.08449 0.11 0.10 -0.15
H -0.23679 -3.40753 -0.63220 -0.15 0.26 -0.08
C 0.15886 -0.91068 -1.92684 -1.47 0.80 -0.41
C 1.32704 -1.67000 -2.44750 0.08 -0.20 -0.19
H 1.56258 -2.54133 -1.82545 -0.14 0.25 -0.12
H 2.23204 -1.05044 -2.50354 -0.19 -0.08 0.00
H 1.09045 -2.02511 -3.45626 0.20 -0.08 -0.15
C -1.96162 2.20322 -1.35621 -0.14 -0.13 -0.05
H -2.97311 2.16968 -1.77685 -0.02 0.23 0.07
H -1.37654 2.92605 -1.92975 -0.18 -0.05 0.08
H -2.04151 2.57920 -0.32155 0.01 -0.08 -0.14
C 0.84553 1.48287 -2.77290 0.00 -0.16 -0.08
H 1.90138 1.35636 -2.49123 -0.19 0.05 -0.06
H 0.57652 2.52255 -2.56287 0.08 -0.18 -0.10
H 0.75748 1.31522 -3.85303 0.22 0.21 -0.01
C -0.64812 -3.01457 3.19022 -0.38 0.19 0.85
H -0.61017 -4.00767 2.73497 -0.02 0.38 0.11
C -0.54556 -2.87326 4.58546 0.00 0.09 -0.52
H -0.43585 -3.75454 5.21947 0.02 0.25 -0.14
C -0.59479 -1.57988 5.11566 0.13 -0.07 0.01
H -0.52278 -1.41731 6.19085 -0.03 -0.07 -0.13
C -0.73333 -0.50041 4.25408 0.46 -0.74 0.24
H -0.75918 0.52532 4.62432 -0.09 -0.33 -0.05
C -0.81625 -0.74244 2.87050 -0.06 0.52 1.22
C -0.93013 0.38489 1.96271 -1.36 -0.03 0.63
H -1.94043 0.69571 1.70488 0.05 0.04 0.12
C 0.70989 1.69204 0.89587 0.13 0.12 0.54
C 0.31713 2.54446 2.90895 -0.77 -1.10 -0.30
H -0.10894 2.60803 3.89113 0.02 0.18 0.12
C 1.19762 3.32350 2.26522 0.49 0.38 -0.53
H 1.71611 4.20617 2.53942 0.20 0.58 0.38
N 1.42505 2.77456 0.99628 0.29 1.25 1.26
C 2.23028 3.31592 -0.06871 0.05 0.50 -0.11
C 1.66722 4.29837 -0.89828 0.62 -0.07 -0.30
C 2.46169 4.81749 -1.94092 -0.07 -0.16 0.54
H 2.03289 5.57493 -2.60321 0.20 -0.24 0.19
C 3.77400 4.37824 -2.15000 -0.19 -0.19 -0.21
C 4.62180 4.95956 -3.25964 -0.10 0.13 0.14
H 4.77255 4.23570 -4.07460 -0.02 0.11 0.22
H 5.61592 5.24020 -2.88947 -0.13 -0.09 -0.07
H 4.15929 5.85779 -3.68631 0.08 -0.17 0.05
C 4.29496 3.39270 -1.30135 -0.39 -0.01 0.48
H 5.31608 3.03200 -1.45090 -0.31 0.16 -0.03
C 3.53658 2.84565 -0.25169 0.17 0.20 -0.50
C 4.10870 1.76355 0.62700 0.16 -0.27 0.09
H 4.21723 2.08793 1.67354 -0.07 -0.01 -0.26
H 5.10241 1.45316 0.26420 -0.39 0.17 0.12
H 3.46114 0.87475 0.63538 0.13 0.15 0.00
C 0.25269 4.78297 -0.71191 -0.32 0.17 0.03
H 0.20881 5.72154 -0.13672 0.15 -0.20 -0.14
H -0.36258 4.05168 -0.17411 0.20 0.19 -0.18
H -0.22567 4.98267 -1.68703 0.25 -0.09 0.37
C 3.92266 -3.30376 -0.94698 -0.55 -0.50 0.34
N 2.75410 -4.09527 -0.49631 2.73 -1.39 -2.38
C 2.65208 -5.43179 -1.13553 -0.19 1.12 0.53
C 1.85031 -3.70690 0.44252 -1.87 0.82 1.01
S 1.77361 -2.05217 0.94978 1.19 -0.08 0.44
N 1.21721 -4.70437 1.21886 0.05 -1.00 0.74
C 1.94089 -5.24357 2.38924 -0.49 0.19 -0.88
C 0.05110 -5.50717 0.78106 0.63 0.65 0.13
H 4.85093 -3.85616 -0.72652 -0.04 0.07 -0.05
H 3.96183 -2.33823 -0.43259 -0.25 -0.29 -0.10
H 3.87372 -3.13580 -2.03506 0.01 0.03 0.23
H 2.65771 -6.21949 -0.36937 -0.14 -0.02 -0.17
H 1.72172 -5.47547 -1.71966 0.00 -0.25 0.09
H 3.47481 -5.62849 -1.83724 -0.06 0.35 0.33
H 2.84669 -4.65451 2.57253 -0.30 -0.03 -0.07
H 1.30085 -5.21758 3.28321 0.18 -0.02 0.04
H 2.22296 -6.28686 2.18901 0.18 -0.14 0.23
H -0.12096 -6.36362 1.44857 0.33 0.16 0.00
H -0.87593 -4.91844 0.80137 0.16 -0.08 -0.10
H 0.19251 -5.89674 -0.23542 -0.16 -0.01 0.08
```
Forces are in eV/Å.

[3]
Molecular formula: C6H10N2O
Method: DFT, wB97M-V/def2-TZVPD

Calculated values
spin multiplicity: 1
SMILES: [H]/N=C(\C=O)N/C(C)=C/C
calculated total energy: -419.2930 Eh
gap between HOMO and LUMO: 0.340 Eh
energy relative to the best compared isomer or geometry (same formula, charge and spin): 58.68 kcal/mol
highest occupied orbital energy: -0.3301 Ha

Geometry as XYZ:
```
19
Properties=species:S:1:pos:R:3:forces:R:3
H 0.77412 -1.80484 2.87683 0.32 0.34 -0.21
N 1.22557 -0.92339 2.59173 -1.41 0.92 -0.26
C 0.39303 -0.26124 1.87111 -0.07 -3.35 -0.19
C -1.00271 -0.95295 1.35513 1.91 -0.88 3.52
O -1.06534 -2.17509 1.27765 -0.14 1.98 -0.75
N 0.69019 0.93026 1.24824 0.07 0.54 -0.16
C 0.37013 0.74226 -0.11613 -1.58 -0.67 -1.47
C 1.52081 0.44919 -1.03931 0.12 0.02 0.05
C -0.92951 0.54307 -0.53611 1.49 1.88 0.25
C -1.30654 0.19413 -1.94702 -0.01 -0.17 0.13
H -1.80593 -0.30372 1.73285 -0.70 -0.28 -0.90
H 1.67459 1.15220 1.39566 -0.30 0.09 0.04
H 2.48153 0.45018 -0.51711 -0.15 0.04 0.00
H 1.56600 1.20118 -1.83239 0.00 -0.21 -0.08
H 1.40015 -0.54951 -1.47850 0.00 0.26 -0.09
H -1.73798 0.98685 0.03586 0.22 -0.29 0.31
H -0.83698 0.86274 -2.67320 0.11 -0.13 0.00
H -2.38677 0.29748 -2.07920 0.17 -0.15 0.02
H -1.02434 -0.83878 -2.16611 -0.04 0.05 -0.22
```
Forces are in eV/Å.

[4]
Molecular formula: C12H10
Method: DFT, wB97M-V/def2-TZVPD

Calculated values
spin multiplicity: 1
SMILES: c1cc2c3c(cccc3c1)CC2
calculated total energy: -463.2476 Eh
gap between HOMO and LUMO: 0.322 Eh
energy relative to the best compared isomer or geometry (same formula, charge and spin): 1.09 kcal/mol
highest occupied orbital energy: -0.2899 Ha

Geometry as XYZ:
```
22
Properties=species:S:1:pos:R:3:forces:R:3
C 0.43555 -0.02176 -2.58403 -2.34 -1.76 -2.52
C -0.58821 -0.90144 -2.11398 -0.06 0.94 1.31
C -0.81672 -0.86693 -0.76582 -1.45 -1.10 -2.36
C -0.12496 0.00644 0.01425 1.76 -0.48 2.58
C -0.36884 -0.22530 1.39500 -0.01 0.48 0.28
C 0.36675 0.55413 2.29570 -1.56 -2.45 1.65
C 1.31795 1.45673 1.84867 -0.03 1.79 -1.32
C 1.55490 1.67811 0.50714 -0.57 -2.06 0.92
C 0.94586 0.77276 -0.42071 0.61 2.38 -1.21
C 1.18141 0.78006 -1.83695 0.13 -0.09 2.05
C -1.56759 -1.25747 1.46482 2.66 -0.39 0.24
C -1.83729 -1.64805 0.00710 0.99 -0.33 0.76
H 0.45045 0.03072 -3.66550 0.65 0.06 -0.14
H -1.31791 -1.43351 -2.70503 0.51 -0.20 -0.63
H 0.24511 0.38150 3.40209 0.05 0.32 -1.24
H 1.76054 2.22822 2.46395 0.06 -0.47 0.72
H 2.23928 2.46237 0.30963 0.55 0.40 -0.92
H 1.93851 1.33604 -2.31337 0.77 0.90 -0.15
H -1.47811 -2.15763 2.11066 0.50 0.73 -0.26
H -2.33470 -0.70707 1.85793 -2.30 1.27 1.03
H -2.84634 -1.37934 -0.23948 -0.52 -0.15 -0.47
H -1.64974 -2.72499 -0.08797 -0.38 0.22 -0.34
```
Forces are in eV/Å.

[5]
Molecular formula: C4H8FNS
Method: DFT, wB97M-V/def2-TZVPD

Calculated values
spin multiplicity: 1
calculated total energy: -709.8882 Eh
gap between HOMO and LUMO: 0.307 Eh
energy relative to the best compared isomer or geometry (same formula, charge and spin): 63.36 kcal/mol
highest occupied orbital energy: -0.3384 Ha

Geometry as XYZ:
```
15
Properties=species:S:1:pos:R:3:forces:R:3
C 0.33165 -0.09626 -1.35799 1.16 -0.76 -2.36
C -1.05600 0.14174 -0.83876 0.38 1.22 2.13
C 1.27813 -0.09314 -0.15240 0.16 -1.94 -0.51
C -0.81010 -0.55145 0.58981 -1.08 -0.47 -2.85
N 0.47864 -0.20639 1.04120 -0.16 2.43 2.66
F 0.14605 0.94721 3.62841 0.02 1.25 -2.21
S 0.15802 1.75679 2.10457 0.55 -3.93 0.57
H 0.42029 -1.07020 -1.89604 -0.23 0.53 0.44
H 0.77106 0.63606 -2.06545 -0.84 -0.18 0.14
H -1.27034 1.22725 -0.85696 0.22 -0.24 0.80
H -1.94438 -0.25164 -1.26801 -0.26 -0.98 -0.98
H 2.00679 -0.97339 -0.19862 -0.93 1.00 0.27
H 1.86390 0.76888 -0.20340 1.02 1.40 0.47
H -1.61780 -0.64620 1.27007 -0.48 0.79 1.05
H -0.75592 -1.58925 0.20357 0.48 -0.12 0.38
```
Forces are in eV/Å.

[6]
Molecular formula: C5H24O7S
Method: DFT, wB97M-V/def2-TZVPD

Calculated values
spin multiplicity: 1
SMILES: CSCCCCO.O.O.O.O.O.O
calculated total energy: -1129.7110 Eh
gap between HOMO and LUMO: 0.296 Eh
highest occupied orbital energy: -0.2983 Ha

Geometry as XYZ:
```
37
Properties=species:S:1:pos:R:3:forces:R:3
C -0.62536 -1.74407 -2.24553 0.44 -1.24 -1.38
S -0.05267 -3.11460 -1.16811 -0.17 0.94 0.31
C 0.10946 -2.41322 0.51612 -0.90 -0.91 0.59
C 0.32679 -0.91426 0.64127 -0.41 -0.04 -0.78
C 1.63384 -0.41402 0.05585 -0.12 -0.05 0.07
C 2.87250 -0.86962 0.80572 1.03 0.12 -0.67
O 3.52944 0.17598 1.53356 -0.10 0.67 0.31
H -1.44350 -2.16883 -2.81839 -0.37 0.09 0.14
H -0.92620 -0.75870 -1.93442 0.07 0.03 0.76
H 0.16884 -1.64836 -2.98883 0.07 0.38 0.16
H -0.78923 -2.63379 1.10965 -0.28 0.04 -0.45
H 0.78608 -3.15627 0.95313 0.69 0.71 0.13
H -0.48272 -0.49901 0.04229 0.06 -0.09 -0.35
H -0.01924 -0.54655 1.60304 0.94 -0.10 0.46
H 1.64960 0.66729 -0.06816 -0.13 0.05 0.29
H 1.67025 -0.79040 -0.97127 0.14 -0.17 0.09
H 2.69782 -1.77829 1.38258 -0.01 0.15 0.30
H 3.65999 -1.09677 0.08444 -0.24 -0.45 -0.18
H 3.48599 0.15267 2.49149 -0.40 -0.44 -0.02
O -1.04435 1.70108 -3.25999 -0.40 -0.61 0.01
H -0.75848 2.33868 -3.90772 0.15 0.35 -0.08
H -0.88234 2.05589 -2.37880 0.18 0.17 0.22
O -0.64342 1.86868 -0.40230 0.29 0.97 0.32
H -1.19924 1.20581 -0.01603 -0.58 -0.93 -0.15
H -0.65971 2.45277 0.38002 0.27 0.14 -0.67
O -3.66265 -0.45594 -1.92224 -0.67 -1.39 1.12
H -4.17878 -0.09206 -1.19942 -0.19 -0.15 0.13
H -3.35790 0.30671 -2.35477 0.93 1.64 -1.27
O 3.01966 2.86415 0.23202 -0.06 0.41 0.50
H 3.00153 2.56338 -0.67215 0.02 -0.23 -0.33
H 3.17669 2.08183 0.77737 0.09 -0.20 -0.14
O -1.62615 -0.68204 3.07414 -0.28 0.12 0.15
H -2.38639 -0.94839 2.54694 0.02 -0.13 0.02
H -1.19464 -1.50607 3.32087 -0.03 -0.02 0.03
O -1.87380 2.55384 1.93044 0.14 -0.13 -1.21
H -1.49812 3.26627 2.43969 -0.35 -0.06 0.83
H -2.48353 1.97625 2.38744 0.18 0.33 0.74
```
Forces are in eV/Å.

[7]
Molecular formula: C5H10O
Method: DFT, wB97M-V/def2-TZVPD

Calculated values
spin multiplicity: 1
calculated total energy: -271.7028 Eh
gap between HOMO and LUMO: 0.392 Eh
energy relative to the best compared isomer or geometry (same formula, charge and spin): 31.27 kcal/mol
highest occupied orbital energy: -0.3573 Ha

Geometry as XYZ:
```
16
Properties=species:S:1:pos:R:3:forces:R:3
C 1.16601 -0.41597 -1.00727 0.03 -0.11 -0.06
C 0.08191 -0.01564 -0.03044 0.30 0.04 0.10
C 0.67848 0.65863 1.21950 0.06 -0.10 0.07
C -1.01214 -1.01298 0.35759 0.17 -0.36 0.10
O -2.00965 0.02654 0.32774 0.20 0.16 -0.11
C -1.12466 0.75347 -0.56202 -0.10 0.22 -0.10
H 1.83361 0.42795 -1.22630 -0.18 -0.13 0.04
H 0.73336 -0.75856 -1.95263 0.10 -0.06 0.11
H 1.78042 -1.21607 -0.58341 0.00 0.02 -0.11
H 1.38512 1.46784 0.98548 -0.25 -0.17 -0.18
H -0.08502 1.06982 1.89151 0.01 -0.16 -0.25
H 1.24240 -0.08806 1.79034 -0.04 0.06 -0.05
H -0.95675 -1.51614 1.32721 -0.03 -0.03 -0.13
H -1.16583 -1.72171 -0.47320 -0.14 -0.08 0.33
H -0.99502 1.81147 -0.37039 -0.76 0.43 -0.06
H -1.46547 0.53014 -1.59404 0.62 0.27 0.29
```
Forces are in eV/Å.

What is the formula in the fourth record? C12H10

Among the records above, which one has the lowest calculated total energy? C33H45CdN5S